{"formula": "C3H6O4", "method": "ωB97M-V/def2-TZVPD", "species": ["C", "C", "C", "O", "O", "O", "O", "H", "H", "H", "H", "H", "H"], "xyz": [[0.6494, 0.0145, -0.6799], [0.7340, 1.3158, -0.4561], [-0.2694, -0.7499, 0.2838], [1.5030, 2.1321, -1.2324], [-1.2592, -1.3516, -0.4218], [0.4009, -1.6985, 1.0330], [-0.8523, 0.2182, 1.1639], [1.1894, -0.6672, -1.3756], [0.3358, 1.9123, 0.4059], [1.2610, 3.0296, -1.4770], [-1.8591, -1.9913, 0.0329], [-0.0739, -2.1897, 1.7433], [-1.7595, 0.0257, 0.9801]], "mulliken_charge": [-0.88, 0.05, 1.08, -0.51, -0.55, -0.53, -0.53, 0.31, 0.30, 0.34, 0.32, 0.31, 0.31], "e_homo_ev": -9.24, "e_lumo_ev": 0.437, "smiles": "O/C=C/C(O)(O)O", "molar_mass_g_mol": 106.08}